A cluster of 7 separate species, C58H123F3N5O5S in total at a distorted geometry, computed with the ωB97M-V functional and the def2-TZVPD basis.

The LUMO energy is -5.77 eV. The total energy is -98790.921 eV. The calculation puts the molecular weight at 1059.71 g mol⁻¹. The value obtained for the energy above the lowest of the compared OMol25 structures with the same formula, charge and spin is 576.6 kJ/mol. Its total charge is +3.

Atoms and positions in Å:
C1 1.94400 0.28774 -1.18682
C2 0.61342 -0.42721 -1.58006
O1 -0.35372 0.34868 -1.83894
O2 0.63623 -1.68275 -1.65342
H1 2.13593 1.20254 -1.74754
H2 2.77923 -0.35560 -1.46358
H3 2.01160 0.47740 -0.11558
C3 -4.65800 6.46521 3.53555
C4 -3.53640 5.65814 3.03468
C5 -3.51702 4.21301 3.47843
C6 -2.13989 3.58901 3.24090
N1 -1.97023 2.06987 3.45594
C7 -2.57729 1.35450 2.19431
C8 -1.71793 0.06703 2.00817
C9 -0.30345 0.55579 2.29151
C10 -0.49505 1.58918 3.38117
C11 -2.72147 1.55899 4.68636
C12 -2.33392 2.20732 6.06937
C13 -2.87630 1.31907 7.21276
H4 -4.78005 6.56908 4.61371
H5 -5.61375 6.22640 3.06907
H6 -4.57839 7.45144 3.07828
H7 -2.59913 6.15527 3.28468
H8 -3.49791 5.67706 1.94552
H9 -4.18989 3.60596 2.87276
H10 -3.77151 4.14223 4.53594
H11 -1.42137 4.04168 3.92421
H12 -1.74208 3.74810 2.23863
H13 -3.66169 1.28486 2.27995
H14 -2.28294 2.02738 1.38891
H15 -1.98216 -0.71046 2.72496
H16 -1.90815 -0.27562 0.99106
H17 0.34203 -0.27145 2.58669
H18 0.09523 0.98742 1.37344
H19 -0.29670 1.32441 4.41975
H20 0.16336 2.42976 3.16203
H21 -2.36819 0.53137 4.60104
H22 -3.79262 1.66234 4.51300
H23 -2.60921 3.26197 6.07616
H24 -1.25571 2.20045 6.22910
H25 -2.51125 1.60979 8.19781
H26 -2.62978 0.26923 7.05409
H27 -3.96178 1.39982 7.15521
C14 0.67061 9.40226 0.50258
C15 1.51289 9.08370 -0.72979
C16 1.66781 7.60769 -1.10864
C17 2.30702 6.81319 0.10528
N2 2.64247 5.35434 -0.27180
C18 3.19706 4.59030 0.96573
C19 4.55058 3.98441 0.61743
C20 5.12914 4.82146 -0.51290
C21 3.82192 5.25014 -1.25331
C22 1.40955 4.56226 -0.90113
C23 0.09670 4.69904 -0.05382
C24 -1.14138 3.88014 -0.60161
H28 0.43288 10.46371 0.43244
H29 1.34816 9.31744 1.35218
H30 -0.19731 8.78663 0.73884
H31 2.52941 9.46673 -0.63986
H32 1.22394 9.66769 -1.60360
H33 2.29624 7.64581 -1.99843
H34 0.80381 7.07028 -1.49953
H35 1.74619 6.70586 1.03375
H36 3.31755 7.11312 0.38273
H37 2.53187 3.74867 1.15880
H38 3.31283 5.24926 1.82624
H39 4.42051 2.95783 0.27493
H40 5.16852 4.02054 1.51462
H41 5.66524 4.24397 -1.26602
H42 5.79990 5.60299 -0.15596
H43 3.59859 4.46085 -1.97111
H44 3.98531 6.15370 -1.84067
H45 1.70389 3.52499 -1.06099
H46 1.27299 5.03713 -1.87270
H47 -0.15857 5.75872 -0.04950
H48 0.28841 4.45727 0.99160
H49 -1.58270 4.39376 -1.45574
H50 -1.90490 3.76969 0.16842
H51 -0.93836 2.82855 -0.80418
C25 -5.93202 4.40183 -0.28413
C26 -5.05864 3.79565 -1.33781
C27 -5.72123 2.61576 -2.03830
C28 -5.98461 1.44020 -1.03490
N3 -6.50590 0.15200 -1.69788
C29 -7.24846 -0.72716 -0.65606
C30 -8.75876 -0.36128 -0.85693
C31 -8.91122 0.57944 -1.93649
C32 -7.58162 0.37974 -2.72871
C33 -5.30368 -0.63992 -2.29611
C34 -4.11731 -1.05998 -1.41832
C35 -3.00400 -1.89036 -2.14816
H52 -6.19550 3.62652 0.43531
H53 -6.83936 4.82521 -0.71492
H54 -5.32116 5.23177 0.07103
H55 -4.08304 3.56376 -0.91057
H56 -4.72645 4.43881 -2.15273
H57 -5.05116 2.25327 -2.81786
H58 -6.61221 2.95965 -2.56365
H59 -6.86579 1.71663 -0.45592
H60 -5.23315 1.19784 -0.28345
H61 -7.06884 -1.76529 -0.93559
H62 -6.88859 -0.60850 0.36595
H63 -9.29821 -1.30229 -0.96453
H64 -9.15296 0.08912 0.05404
H65 -9.77905 0.34483 -2.55289
H66 -8.85118 1.60716 -1.57833
H67 -7.58804 -0.52212 -3.34085
H68 -7.35822 1.25670 -3.33627
H69 -4.97368 0.01971 -3.09867
H70 -5.69024 -1.54586 -2.76294
H71 -4.65334 -1.50386 -0.57943
H72 -3.69281 -0.13971 -1.01705
H73 -2.05303 -2.17086 -1.69530
H74 -2.66233 -1.32903 -3.01780
H75 -3.46323 -2.79161 -2.55431
C36 2.38659 -8.30457 -4.16026
C37 2.85788 -7.97210 -2.77194
C38 2.83980 -6.44715 -2.63801
C39 3.96873 -5.76130 -3.39999
N4 4.07862 -4.19173 -3.32782
C40 5.13320 -3.60017 -4.26854
C41 6.49502 -3.62039 -3.57533
C42 6.19613 -3.85024 -2.10943
C43 4.63388 -3.66287 -1.98504
C44 2.66522 -3.54419 -3.52664
C45 2.03449 -3.75943 -4.92020
C46 0.76158 -3.01291 -4.95970
H76 1.38279 -7.93873 -4.37625
H77 2.18231 -9.37228 -4.23995
H78 3.08526 -7.95711 -4.92134
H79 3.78419 -8.51872 -2.59517
H80 1.91794 -8.22674 -2.28227
H81 2.88342 -6.15075 -1.58999
H82 1.80213 -6.20447 -2.86705
H83 3.92228 -6.05095 -4.44977
H84 4.94035 -6.15489 -3.10144
H85 4.79651 -2.62659 -4.62473
H86 5.12796 -4.25459 -5.14021
H87 7.15555 -2.77047 -3.74689
H88 7.02850 -4.51640 -3.89262
H89 6.76172 -3.32203 -1.34185
H90 6.41409 -4.87702 -1.81563
H91 4.41875 -2.59503 -1.94574
H92 4.23247 -4.13596 -1.08885
H93 2.86002 -2.50612 -3.25728
H94 2.04487 -3.90813 -2.70760
H95 1.80149 -4.80898 -5.09981
H96 2.72820 -3.39913 -5.67983
H97 0.10749 -3.29740 -4.13548
H98 0.12619 -3.30386 -5.79621
H99 0.84338 -1.92599 -4.95873
C47 2.62432 -7.71716 4.85109
C48 1.54989 -6.59062 4.69288
C49 1.71783 -6.13912 3.22483
C50 0.89601 -4.79632 3.00352
N5 0.89013 -4.18687 1.54988
C51 0.46954 -5.26338 0.57283
C52 -0.82292 -4.77683 -0.04341
C53 -1.38479 -3.73033 0.90671
C54 -0.19506 -3.06277 1.46079
C55 2.31030 -3.63660 1.15339
C56 2.68525 -2.39487 2.09787
C57 3.98270 -1.73777 1.60880
H100 2.56669 -8.47637 4.07111
H101 2.52997 -8.20930 5.81908
H102 3.62834 -7.29306 4.83751
H103 1.75330 -5.69800 5.28443
H104 0.54278 -6.88839 4.98473
H105 1.57971 -6.97092 2.53408
H106 2.72437 -5.88319 2.89399
H107 1.37778 -4.09726 3.68712
H108 -0.13375 -5.04132 3.26363
H109 1.23734 -5.51042 -0.16035
H110 0.18018 -6.13894 1.15400
H111 -0.55285 -4.49098 -1.06000
H112 -1.51927 -5.61014 -0.13717
H113 -2.07399 -3.02645 0.44018
H114 -1.93896 -4.12406 1.75875
H115 0.23282 -2.37425 0.73211
H116 -0.21459 -2.60479 2.44972
H117 2.19442 -3.38433 0.09933
H118 2.98121 -4.45998 1.39837
H119 2.86684 -2.70475 3.12700
H120 1.96761 -1.57919 2.00980
H121 4.82272 -2.42041 1.73710
H122 4.30570 -0.77032 1.99326
H123 3.83782 -1.63117 0.53374
C58 6.71856 0.16618 -1.03445
F1 7.71225 -0.57049 -1.43292
F2 6.05524 -0.56175 -0.14027
F3 7.15465 1.27906 -0.31032
S1 5.64050 0.70011 -2.57002
O3 4.97436 -0.47682 -3.10561
O4 4.71936 1.69091 -2.00301
O5 6.64128 1.26356 -3.53014

Force components x, y, z for each atom (eV/Å):
C 0.04 -0.78 -0.61
C 0.10 1.43 -0.31
O 0.15 -0.72 0.64
O -0.22 -0.29 0.53
H -0.36 0.08 0.14
H 0.11 -0.09 0.19
H -0.10 0.09 0.20
C -1.64 1.49 -0.70
C 1.36 -0.47 -0.67
C 0.64 -1.25 -0.29
C 1.26 -0.16 0.81
N -1.34 0.40 -1.87
C 1.44 -0.04 0.67
C -1.22 0.65 0.23
C -0.81 -0.48 -0.39
C 0.07 1.36 1.13
C 1.63 0.29 0.47
C 0.82 -1.12 -0.72
C -0.79 0.59 -0.76
H 0.18 -0.16 -0.09
H -0.22 -0.85 0.38
H 0.44 0.43 0.52
H 0.23 -0.10 0.44
H -0.28 -0.01 -0.24
H -0.67 0.19 0.19
H -0.18 -0.11 -0.07
H 0.05 0.06 0.10
H -0.24 0.23 -0.02
H 0.19 -0.17 0.08
H -0.36 -0.11 -0.19
H -0.29 -0.07 -0.07
H 0.36 -0.23 -0.02
H 0.04 0.21 0.12
H 0.17 0.16 0.10
H 0.33 -0.52 -0.25
H -0.37 0.34 0.19
H -0.75 -0.35 0.84
H 0.14 -0.11 -0.15
H -0.40 -0.19 0.34
H 0.28 0.07 -0.51
H -0.13 0.16 -0.18
H 0.18 0.05 -0.07
H -0.12 -0.17 0.55
C 1.21 0.57 0.20
C -0.31 -0.31 -0.64
C 0.80 -0.22 0.92
C 0.61 -1.26 -1.60
N -0.14 -1.48 -0.18
C -0.22 -0.39 -0.39
C 0.29 -0.11 -0.10
C -1.19 0.07 -0.49
C 0.96 0.24 -0.42
C -0.10 1.06 0.88
C 0.14 -0.26 -0.71
C 0.93 0.26 0.63
H -0.47 -0.14 0.28
H -0.17 -0.01 0.35
H -0.11 0.05 -0.56
H 0.14 -0.02 0.66
H -0.68 -0.31 -0.13
H 0.63 -0.48 0.26
H -0.54 0.40 0.53
H -0.44 0.50 -0.30
H -0.17 0.89 -0.05
H -0.37 0.44 0.32
H -0.49 0.21 -0.21
H 0.14 -0.05 0.05
H 0.09 -0.29 -0.11
H 0.20 -0.23 0.33
H -0.41 0.33 -0.11
H -0.20 -0.09 0.19
H -0.49 0.19 0.27
H 0.24 0.07 0.19
H -0.03 -0.18 -0.01
H -0.20 0.01 0.02
H 0.14 -0.29 0.07
H 0.05 -0.28 -0.06
H -0.17 0.70 0.15
H 0.56 0.02 -0.65
C 0.31 0.74 -0.67
C 0.46 -0.65 -1.08
C 1.26 -1.38 0.55
C -2.41 0.56 -0.81
N 1.54 -1.30 1.36
C -0.55 0.36 -0.79
C 0.36 -1.91 3.44
C 1.79 0.82 -2.38
C -0.49 0.41 -0.40
C 0.11 0.38 -1.52
C -0.18 0.96 0.78
C -1.35 0.19 -0.88
H 0.09 0.49 0.46
H -0.10 -0.06 0.10
H -0.50 0.00 0.93
H 0.00 -0.71 0.25
H -0.55 0.69 0.12
H 0.12 -0.04 -0.10
H -0.22 -0.11 0.40
H 0.05 0.26 0.27
H 0.37 -0.04 -0.60
H 0.03 0.09 -0.11
H 0.19 0.41 -0.23
H -0.09 0.13 -0.28
H 0.03 -0.24 0.22
H 0.10 0.58 -0.05
H -0.72 0.06 -0.13
H -0.10 0.09 -0.05
H 0.24 -0.39 -0.08
H 0.13 -0.13 -0.14
H -0.44 0.14 -0.01
H 0.69 -0.81 0.40
H 0.40 0.03 0.02
H -0.33 0.41 0.84
H -0.10 0.24 -0.01
H -0.02 -0.21 0.05
C -0.19 -0.73 -1.16
C -1.47 0.83 -1.00
C 0.53 0.39 1.16
C 0.34 0.89 -0.59
N -0.75 0.05 1.15
C -0.38 -0.70 -1.19
C 0.32 -0.69 0.22
C -1.60 -0.70 1.24
C 1.47 -0.16 -0.12
C 1.22 -0.36 -0.07
C 1.26 -0.14 0.99
C -2.07 0.50 -0.18
H 0.07 0.72 0.05
H 0.70 -0.20 -0.23
H -0.18 -0.36 -0.30
H -0.25 0.18 0.79
H 0.83 -0.82 1.42
H 0.45 -0.07 0.38
H 0.21 0.60 -0.83
H -0.22 0.55 -0.15
H -0.02 0.12 0.45
H 0.00 0.13 0.55
H 0.08 0.08 -0.09
H -0.52 0.17 -0.22
H 0.18 0.21 -0.37
H -0.23 0.74 -0.39
H -0.03 -0.30 -0.28
H -0.15 0.01 -0.24
H -0.29 -0.33 -0.37
H -0.25 0.20 -0.54
H -0.07 -0.24 -0.15
H 0.36 -0.17 0.04
H 0.00 -0.14 -0.12
H 0.21 0.18 0.50
H 0.38 0.12 -0.48
H 0.18 -0.08 0.09
C -0.51 0.55 1.07
C 1.75 -0.12 -1.14
C -0.71 1.36 -0.94
C 0.66 -1.56 -0.96
N 0.84 -0.17 1.06
C -0.95 -0.37 0.93
C -0.23 -0.63 -0.82
C -0.89 0.13 0.21
C 2.57 0.04 -0.22
C -1.33 1.00 2.52
C 0.65 -0.11 -1.03
C 0.26 -1.06 -1.15
H -0.22 0.09 -0.01
H -0.06 -0.11 -0.07
H -0.04 0.10 -0.15
H 0.35 -0.23 0.48
H -0.04 -0.27 -0.51
H -1.09 0.03 -0.04
H 0.61 0.04 1.07
H -0.54 0.30 -0.23
H -0.14 0.58 -0.07
H 0.09 0.18 0.31
H 0.69 -0.06 0.02
H -0.64 0.92 0.05
H 0.03 -0.01 -0.08
H 0.22 0.06 -0.21
H -0.19 -0.72 -0.23
H -0.10 0.27 -0.10
H -0.37 -0.07 -0.10
H 0.36 0.16 0.03
H 0.14 0.09 -0.57
H -0.57 -0.11 0.03
H -0.52 -0.45 0.27
H 0.13 0.00 0.03
H -0.57 -0.10 0.34
H 0.35 0.37 -0.14
C -0.95 1.95 -0.11
F 1.24 -0.16 -0.33
F -0.89 -0.42 0.37
F -0.25 -1.34 -1.36
S 1.72 2.38 -2.09
O 0.12 -0.70 0.94
O 0.50 -0.53 0.28
O -1.75 -1.21 2.51